Version i
The following is a quantum chemistry calculation of 2 unconnected molecules or ions with the total composition C5H11O3, from the Open Molecules 2025 dataset.

Values from the calculation:
HOMO-LUMO gap: 8.467 eV

```
! RIJCOSX wB97M-V def2-TZVPD def2/J DEFGRID3
* xyz -1 1
C 1.64575 -0.73990 -0.27686
C 2.23121 0.61451 -0.61044
C 1.12741 -0.86083 1.14427
O 0.58063 -1.02212 -1.19240
H 2.32551 -1.55474 -0.52613
H 1.42484 1.34090 -0.74209
H 0.44967 -1.71466 1.17280
H 1.88006 -1.16753 1.87220
H 0.45814 -0.02982 1.36585
H -0.02381 -0.24174 -1.21646
H 2.66532 0.52564 -1.61225
H 2.92592 0.96411 0.14104
C -3.01696 0.13327 -0.00852
C -1.87152 1.14842 0.15336
O -1.95764 1.92058 1.12465
O -0.96304 1.10766 -0.72335
H -2.88690 -0.75097 0.62658
H -3.03405 -0.23176 -1.03731
H -3.96052 0.55898 0.34505
*
```

---

Version ii
The following is a quantum chemistry calculation of 2 unconnected molecules or ions with the total composition C5H11O3, from the Open Molecules 2025 dataset.

Values from the calculation:
HOMO-LUMO gap: 6.100 eV

```
! RIJCOSX wB97M-V def2-TZVPD def2/J DEFGRID3
* xyz -1 1
C -2.55136 -2.31197 0.45047
O -2.40245 -2.22905 1.87604
C -1.37167 -1.75169 -0.31383
C -1.24814 -0.21330 -0.27356
C 0.02443 0.30156 -0.89247
C 0.80747 1.22787 -0.21032
O 1.97652 1.64270 -0.44745
H -2.66480 -3.36762 0.19797
H -3.49151 -1.82589 0.17103
H -1.56791 -2.01938 -1.35959
H -0.42246 -2.23922 -0.05938
H -2.08034 0.17221 -0.89077
H -1.32186 0.08817 0.77146
H 0.17231 0.22727 -1.97347
H -1.46340 -2.01462 2.00632
H 0.25044 1.66320 0.66707
H 3.93083 2.25276 -0.58381
H 3.52320 3.56099 -0.18840
O 4.34727 3.12559 -0.46274
*
```

---

Version iii
The following is a quantum chemistry calculation of 2 unconnected molecules or ions with the total composition C5H11O3, from the Open Molecules 2025 dataset.

Values from the calculation:
HOMO-LUMO gap: 8.157 eV

```
! RIJCOSX wB97M-V def2-TZVPD def2/J DEFGRID3
* xyz -1 1
O 1.67496 1.89668 -1.27188
C 1.55900 0.80434 -0.64955
O 2.49427 0.22041 -0.06087
C 0.12742 -0.01985 -0.73624
C -0.16883 -0.49256 0.75495
C 0.60641 -1.78563 1.02952
C -1.70173 -0.56281 1.02054
H 0.28695 -0.90491 -1.29786
H -0.60284 0.58386 -1.21410
H 0.21352 0.25990 1.45875
H 0.06345 -2.66585 0.52070
H 0.45856 -1.98768 2.16340
H 1.67696 -1.79532 0.80598
H -2.13770 -1.41053 0.61469
H -2.30255 0.26384 0.72723
H -1.91456 -0.77303 2.09363
H -0.13941 3.01577 -1.31808
H 0.33192 2.49655 -2.51798
O -0.52581 2.85681 -2.12284
*
```

---

Q: Which of them is the least stable? A: version ii.

---

Version i
The following is a quantum chemistry calculation of 2 unconnected molecules or ions with the total composition C5H11O3, from the Open Molecules 2025 dataset.

Values from the calculation:
HOMO-LUMO gap: 8.093 eV

```
! RIJCOSX wB97M-V def2-TZVPD def2/J DEFGRID3
* xyz -1 1
C 0.87757 -1.10366 -2.36327
C 1.84735 -0.24153 -1.50702
O -0.33606 -1.07468 -1.71187
H 0.65052 -0.72404 -3.42243
H 1.19627 -2.17200 -2.45968
H 2.23837 0.50158 -2.01683
H -0.10624 -1.11213 -0.83684
H 2.78872 -0.83648 -1.24066
H 1.37669 0.21734 -0.65015
C -1.72447 0.37747 1.60256
C -1.04834 1.83622 1.54778
C -0.50253 -0.53418 1.86098
O -0.04061 -0.62944 3.02031
O 0.03277 -1.07583 0.87392
H -2.51334 -0.06567 2.15372
H -2.14816 0.19645 0.53610
H -0.65024 2.25029 2.50928
H -1.78125 2.53669 1.23125
H -0.15703 1.65359 0.87284
*
```

---

Version ii
The following is a quantum chemistry calculation of a molecular structure, C5H11O3, from the Open Molecules 2025 dataset.

Values from the calculation:
HOMO-LUMO gap: 6.408 eV

```
! RIJCOSX wB97M-V def2-TZVPD def2/J DEFGRID3
* xyz -1 1
C -1.30255 -1.00260 -0.19234
O -2.85908 -1.49807 -0.69593
C -1.53747 0.46398 -0.02966
C -0.34568 1.26749 0.61756
C 0.94368 1.25455 -0.14846
C 2.15493 0.95938 0.47466
O 3.32028 0.92696 -0.00571
H -1.02327 -1.31594 0.83788
H -0.56117 -1.33907 -0.90996
H -2.35720 0.62894 0.68435
H -1.85076 0.99465 -0.92453
H -0.83214 2.24438 0.65386
H -0.12261 0.77047 1.56518
H 0.98993 1.52610 -1.20366
H -2.10511 -1.98387 -0.14734
H 1.99981 0.86990 1.57774
H 2.25248 -1.57560 -1.35976
H 1.61596 -1.25197 -0.05579
O 1.61997 -1.93970 -0.73808
*
```

---

Version iii
The following is a quantum chemistry calculation of 2 unconnected molecules or ions with the total composition C5H11O3, from the Open Molecules 2025 dataset.

Values from the calculation:
HOMO-LUMO gap: 8.479 eV

```
! RIJCOSX wB97M-V def2-TZVPD def2/J DEFGRID3
* xyz -1 1
C -1.57307 -0.14182 1.25225
C -1.92334 1.34828 1.38662
C -1.73365 -0.62709 -0.23587
O -0.26993 -0.23688 1.80352
H -2.15392 -0.65879 2.00673
H -1.19648 2.08581 1.08491
H -0.65953 -0.62046 -0.46231
H -2.02844 -1.63291 -0.48612
H -2.26030 0.18612 -0.73656
H 0.42698 -0.51419 1.16277
H -2.03561 1.61421 2.46421
H -2.76415 1.63981 0.68748
C 3.14877 0.04504 -1.55917
C 1.93077 -0.88682 -1.25102
O 1.61333 -0.86649 -0.01574
O 1.31447 -1.48841 -2.13828
H 3.26811 0.63439 -0.65866
H 2.83114 0.58364 -2.45693
H 4.06483 -0.46342 -1.84784
*
```

---

Q: Which of them is the least stable? A: version ii.

---

Version i
The following is a quantum chemistry calculation of 2 unconnected molecules or ions with the total composition C4H7ClN2, from the Open Molecules 2025 dataset.

Values from the calculation:
HOMO-LUMO gap (spin up / spin down): 6.414 / 6.418 eV

```
! RIJCOSX wB97M-V def2-TZVPD def2/J DEFGRID3
* xyz 0 1
C 1.75078 0.48365 -0.64748
C 0.66960 -0.21356 -0.21019
C -0.50380 0.47016 0.06197
C 0.71879 -1.68855 0.08716
N -2.10659 -0.80193 0.50579
N -0.98655 1.65220 0.03019
Cl -3.22801 0.28169 0.92984
H 2.73510 0.22896 -1.00334
H 1.70379 1.61656 -0.64785
H -0.26460 -2.21809 -0.23250
H 0.66612 -1.74799 1.20264
H 1.52813 -2.30434 -0.16204
H -0.74462 2.64303 -0.24669
H -1.93815 1.59820 0.33249
*
```

---

Version ii
The following is a quantum chemistry calculation of a molecular structure, C4H7ClN2, from the Open Molecules 2025 dataset.

Values from the calculation:
HOMO-LUMO gap: 9.314 eV

```
! RIJCOSX wB97M-V def2-TZVPD def2/J DEFGRID3
* xyz 0 1
C 0.61626 -1.46340 -0.25573
C 0.64226 -0.13290 -0.02241
C -0.69294 0.52290 -0.04660
C 1.93838 0.71465 0.06068
N -0.99324 1.64170 -0.42542
N -2.02538 -0.81533 0.22799
Cl -3.53472 -0.01397 0.02487
H 1.53478 -1.99494 -0.08293
H -0.16433 -2.16419 -0.34320
H 2.58035 -0.04884 0.15797
H 1.99308 1.38534 -0.85387
H 1.94925 1.48038 0.84582
H -1.88657 2.05348 -0.56074
H -1.95718 -1.16488 1.27358
*
```

---

Version iii
The following is a quantum chemistry calculation of a single C4H7ClN2 molecule, from the Open Molecules 2025 dataset.

Values from the calculation:
SMILES: Cl/N=C1/CCCN1
HOMO-LUMO gap: 8.733 eV

```
! RIJCOSX wB97M-V def2-TZVPD def2/J DEFGRID3
* xyz 0 1
Cl 0.87275 3.40266 -0.62331
N 1.37763 1.86541 -1.06999
C 0.54027 0.74034 -0.49839
C 0.78214 -0.68646 -0.70532
C -0.42986 -1.35819 -0.00774
C -0.90603 -0.28251 0.96042
N -0.46657 0.99348 0.36539
H 1.02632 -0.96934 -1.68140
H 1.62717 -1.00093 0.09745
H -1.18154 -1.49737 -0.86493
H -0.15502 -2.34958 0.55561
H -2.01987 -0.36442 1.04399
H -0.44711 -0.48345 1.98708
H -0.62025 1.99035 0.44114
*
```

---

Version iv
The following is a quantum chemistry calculation of a molecular structure, C4H7ClN2, from the Open Molecules 2025 dataset.

Values from the calculation:
HOMO-LUMO gap: 8.632 eV

```
! RIJCOSX wB97M-V def2-TZVPD def2/J DEFGRID3
* xyz 0 1
C 2.14620 -0.10721 -0.01622
C 0.64216 -0.20844 0.02480
C -1.48612 0.95798 0.13051
C -2.21310 -0.20398 -0.23134
H 2.97060 -0.09877 1.06763
H 2.68540 -1.10556 -0.82171
H 2.24551 0.92777 -0.47098
H 0.55965 -1.99527 0.39335
H 0.44046 1.90543 -0.59781
H -2.10628 1.84305 0.30730
H -1.66817 -1.31285 -0.06735
N -0.09038 -1.30148 0.10276
N -0.08449 0.91713 0.13773
Cl -4.04145 -0.21779 0.04133
*
```

---

Q: Which of them is the least stable? A: version i.

---

Version i
The following is a quantum chemistry calculation of 2 unconnected molecules or ions with the total composition C4H12O2, from the Open Molecules 2025 dataset.

Values from the calculation:
SMILES: CCCCO.O
HOMO-LUMO gap: 10.771 eV

```
! RIJCOSX wB97M-V def2-TZVPD def2/J DEFGRID3
* xyz 0 1
C -0.34831 -1.53416 1.70112
C -0.47207 -0.65990 0.43665
C 0.86064 0.04424 0.07344
C 0.97375 0.36578 -1.43297
O 2.23959 0.87935 -1.79918
H 0.10595 -2.47006 1.34813
H -1.34343 -1.82174 2.01392
H 0.23544 -1.26453 2.56959
H -1.03025 -0.90364 -0.49001
H -1.08054 0.17083 0.79669
H 0.91447 0.96861 0.68086
H 1.67817 -0.67301 0.35774
H 0.21558 1.13696 -1.59778
H 0.78796 -0.52200 -2.02128
H 2.93610 0.73212 -1.13570
O -1.89996 1.84785 -0.28903
H -2.03453 2.26964 -1.13955
H -2.73858 1.43365 -0.07264
*
```

---

Version ii
The following is a quantum chemistry calculation of 2 unconnected molecules or ions with the total composition C4H12O2, from the Open Molecules 2025 dataset.

Values from the calculation:
SMILES: CCCCO.O
HOMO-LUMO gap: 10.867 eV

```
! RIJCOSX wB97M-V def2-TZVPD def2/J DEFGRID3
* xyz 0 1
C 0.14615 -0.28949 -1.97859
C 0.63084 0.33632 -0.65991
C -0.55260 1.03498 -0.00771
C -0.21507 1.65875 1.33425
O -1.35819 2.38476 1.89322
H -0.22941 0.41404 -2.73085
H 0.97932 -0.77697 -2.49039
H -0.62892 -1.03967 -1.80998
H 1.55815 0.88467 -0.81504
H 0.89049 -0.57788 -0.11963
H -1.25822 0.22692 0.18993
H -0.86184 1.84798 -0.66308
H 0.14295 0.93710 2.06507
H 0.44736 2.50875 1.16459
H -2.00486 1.66564 1.91546
O 1.12770 -3.58920 0.99721
H 0.88243 -4.51342 0.86075
H 0.30372 -3.11329 0.85471
*
```

---

Version iii
The following is a quantum chemistry calculation of 2 unconnected molecules or ions with the total composition C4H12O2, from the Open Molecules 2025 dataset.

Values from the calculation:
SMILES: CCO.CCO
HOMO-LUMO gap: 10.970 eV

```
! RIJCOSX wB97M-V def2-TZVPD def2/J DEFGRID3
* xyz 0 1
C 3.97300 1.72383 1.21269
C 2.84473 1.70431 2.22871
O 2.27637 2.99718 2.44333
H 3.61430 2.13578 0.25444
H 4.34790 0.70136 1.03776
H 4.80798 2.34781 1.57333
H 2.00631 1.08043 1.86364
H 3.19439 1.27157 3.18575
H 2.98744 3.58054 2.78168
C -1.27741 2.30214 -0.13832
C -0.70971 3.51148 -0.86004
O 0.71862 3.51817 -0.88099
H -0.90827 1.37334 -0.60489
H -2.37917 2.30813 -0.19022
H -0.97514 2.30720 0.92245
H -1.01124 3.50294 -1.92515
H -1.09450 4.44623 -0.40879
H 1.02809 3.53914 0.04863
*
```

---

Version iv
The following is a quantum chemistry calculation of 2 unconnected molecules or ions with the total composition C4H12O2, from the Open Molecules 2025 dataset.

Values from the calculation:
SMILES: CC(C)O.CO
HOMO-LUMO gap: 11.075 eV

```
! RIJCOSX wB97M-V def2-TZVPD def2/J DEFGRID3
* xyz 0 1
C -0.80001 -0.06744 -2.34090
C 0.10879 1.15865 -2.22241
C -0.67414 2.30992 -1.53069
O 1.27119 0.82243 -1.46859
H -1.12479 -0.65969 -1.48542
H -0.39537 -0.74720 -3.09077
H -1.73846 0.26513 -2.78453
H 0.32133 1.45456 -3.24972
H -0.20774 3.25835 -1.79723
H -0.91727 2.14415 -0.48116
H -1.60261 2.31330 -2.10168
H 1.43557 1.66811 -1.04502
C 0.57338 -2.40250 4.23864
O 1.65899 -2.11947 3.36966
H -0.05411 -3.23473 3.91966
H 0.83415 -2.81375 5.21382
H -0.07488 -1.53405 4.35542
H 1.38597 -1.81571 2.50088
*
```

---

Q: Which of them is the least stable? A: version iv.